A cluster of 3 separate species, C42H26F2N3O6PS in total in a non-equilibrium geometry. Source: the Open Molecules 2025 dataset; level of theory: ωB97M-V with the def2-TZVPD basis set.

- HOMO-LUMO gap (eV) = 7.0
- spin multiplicity = 1
- LUMO level (eV) = -1.25

Structure (XYZ):
```
81
C42H26F2N3O6PS, DFT ωB97M-V with the def2-TZVPD basis set
N 4.6393 -1.3909 -2.9588
P 5.7451 -2.3860 -3.6748
C 5.0715 -2.7368 -5.4289
C 5.5706 -1.8263 -6.7148
C 5.0167 -2.0755 -8.2516
C 3.8958 -3.2846 -8.4948
C 3.3439 -4.1905 -7.2441
C 3.9629 -3.9098 -5.7157
S 3.2223 -5.0452 -4.3678
C 1.3765 -5.0721 -4.8655
C 0.1812 -5.0138 -3.7459
C -1.3723 -4.9908 -4.2830
C -1.6154 -5.0254 -5.9159
C -0.4462 -5.1286 -7.0592
N -0.6379 -5.1585 -8.5571
C -0.9770 -3.8057 -9.1411
O 0.0775 -3.0744 -9.5981
F -2.3189 -3.1832 -9.2213
C -1.5640 -6.2572 -9.0212
O -1.5212 -6.5668 -10.3404
F -2.5085 -7.0389 -8.1917
C 1.1283 -5.1556 -6.5176
N 2.2928 -5.2522 -7.4797
H 4.2596 -1.8606 -2.0888
H 7.0200 -1.7201 -3.7843
H 5.7789 -3.5791 -2.8650
H 6.3406 -0.9419 -6.5775
H 5.3545 -1.4620 -9.1989
H 3.4470 -3.4754 -9.5690
H 0.3975 -4.9607 -2.5932
H -2.2642 -4.9160 -3.5110
H -2.7448 -4.9706 -6.2710
H 1.9999 -5.2212 -8.4811
O 0.8863 3.4120 2.4419
C 1.4624 2.3555 2.2137
C 2.4624 2.2673 1.1302
C 2.7675 3.4063 0.3736
C 3.7400 3.3407 -0.6252
C 4.4100 2.1424 -0.8703
C 4.0950 1.0021 -0.1295
C 3.1148 1.0631 0.8685
C 2.7755 -0.1525 1.6348
O 3.3094 -1.2229 1.3678
C 1.7907 -0.0600 2.7306
C 1.4881 -1.1995 3.4878
C 0.5837 -1.1141 4.5473
C -0.0193 0.1055 4.8536
C 0.2700 1.2392 4.0911
C 1.1732 1.1551 3.0234
H 2.2526 4.3465 0.5631
H 3.9790 4.2272 -1.2087
H 5.1769 2.0945 -1.6402
H 4.6185 0.0687 -0.3300
H 1.9587 -2.1539 3.2576
H 0.3531 -1.9990 5.1365
H -0.7170 0.1743 5.6854
H -0.2075 2.1869 4.3349
O -6.0137 6.6331 7.3524
C -5.4376 5.5765 7.1243
C -4.4376 5.4883 6.0407
C -4.1325 6.6273 5.2842
C -3.1600 6.5618 4.2854
C -2.4900 5.3634 4.0402
C -2.8050 4.2231 4.7810
C -3.7852 4.2841 5.7790
C -4.1245 3.0686 6.5453
O -3.5906 1.9981 6.2784
C -5.1093 3.1611 7.6411
C -5.4119 2.0216 8.3983
C -6.3163 2.1070 9.4578
C -6.9193 3.3266 9.7641
C -6.6300 4.4603 9.0016
C -5.7268 4.3762 7.9340
H -4.6474 7.5675 5.4736
H -2.9210 7.4482 3.7019
H -1.7231 5.3156 3.2704
H -2.2815 3.2897 4.5805
H -4.9413 1.0671 8.1681
H -6.5469 1.2221 10.0470
H -7.6170 3.3953 10.5960
H -7.1075 5.4080 9.2454
```

***

A cluster of 2 separate species, C6H13NO in total in a non-equilibrium geometry. Source: the Open Molecules 2025 dataset; level of theory: ωB97M-V with the def2-TZVPD basis set.

- HOMO-LUMO gap (eV) = 4.6
- energy relative to the best compared isomer or geometry (same formula, charge and spin) (kcal/mol) = 147.83
- spin multiplicity = 1
- LUMO level (eV) = -2.20

Structure (XYZ):
```
21
C6H13NO, DFT ωB97M-V with the def2-TZVPD basis set
C -1.2073 1.2499 0.3718
N -1.5991 0.3119 -0.6923
C -1.7790 -0.9477 -0.4179
C -1.0111 -2.0245 -1.0217
O -0.8994 -3.0902 -0.4829
C 0.0782 0.8279 1.1021
C 2.1296 -0.5561 0.4826
C 1.2578 0.6589 0.1702
H -2.0077 1.3295 1.1094
H -1.0671 2.2249 -0.0945
H -1.0646 0.5447 -1.5561
H -2.4273 -1.2221 0.4095
H 0.1860 1.5040 -1.9860
H -0.4921 -1.7954 -1.9715
H 0.2420 1.6092 1.8543
H -0.0881 -0.0799 1.6844
H 2.8910 -0.7097 -0.2872
H 1.5170 -1.4446 0.5654
H 2.6535 -0.4751 1.4403
H 0.8442 0.5072 -0.8352
H 1.8434 1.5770 0.1551
```

***

A cluster of 3 separate species, C12H33N3O3P in total in a non-equilibrium geometry. Source: the Open Molecules 2025 dataset; level of theory: ωB97M-V with the def2-TZVPD basis set.

- HOMO-LUMO gap (eV) = 5.6
- energy relative to the best compared isomer or geometry (same formula, charge and spin) (kcal/mol) = 73.62
- spin multiplicity = 1
- LUMO level (eV) = 2.44
- charge = -1

Structure (XYZ):
```
52
C12H33N3O3P, DFT ωB97M-V with the def2-TZVPD basis set
C -1.6285 -0.1353 0.0379
C -0.1378 0.0381 0.4499
C 0.1618 1.4351 1.1040
O 0.3105 2.3763 0.0664
C -0.8747 3.1234 -0.2915
P -1.3112 3.1679 -2.2169
N -0.1469 1.8697 -2.6929
C 0.8165 2.2707 -3.7135
C 0.3583 2.0554 -5.1924
H -1.9743 -1.0943 0.4536
H -2.2809 0.6544 0.4054
H -1.6967 -0.1966 -1.0465
H 0.1065 -0.7433 1.1894
H 0.5019 -0.0869 -0.4257
H 1.0896 1.3973 1.7012
H -0.6309 1.7008 1.8222
H -0.6628 4.1660 0.0346
H -1.7609 2.7909 0.2780
H -0.3223 4.2298 -2.3397
H -1.7596 3.3492 -3.6079
H -2.3428 2.1441 -1.9810
H -2.3128 4.1919 -1.8686
H -0.7218 1.1529 -3.1238
H 1.7159 1.6373 -3.5757
H 1.1603 3.3019 -3.6067
H 0.6876 2.9044 -5.8065
H -0.7192 1.9026 -5.2929
H 0.8290 1.1644 -5.6396
C 3.8535 -1.5078 1.7024
O 4.0406 -2.3252 2.5817
N 4.6384 -0.4345 1.4656
C 4.3664 0.5074 0.3938
C 5.7922 -0.2204 2.3173
H 3.0012 -1.5826 1.0094
H 5.2228 0.5313 -0.2844
H 4.2148 1.5004 0.8208
H 3.4743 0.2211 -0.1600
H 6.4613 -1.0806 2.2536
H 5.4687 -0.1129 3.3542
H 6.3219 0.6770 2.0065
C -3.8205 -3.8888 0.7964
O -4.8709 -4.1609 0.2555
N -3.6140 -3.9039 2.1340
C -2.3306 -3.5741 2.7236
C -4.7188 -4.2645 3.0017
H -2.9258 -3.6030 0.2221
H -1.9646 -4.4323 3.2926
H -2.4474 -2.7177 3.3912
H -1.6041 -3.3247 1.9527
H -5.0657 -5.2701 2.7565
H -5.5463 -3.5693 2.8508
H -4.4012 -4.2321 4.0414
```

***

A structure of composition C29H62Br3N7O7 in a non-equilibrium geometry. Source: the Open Molecules 2025 dataset; level of theory: ωB97M-V with the def2-TZVPD basis set.

- HOMO-LUMO gap (spin up / spin down) (eV) = 8.3 / 8.2
- spin multiplicity = 3
- LUMO level (spin up / spin down) (eV) = -0.18 / -0.24

Structure (XYZ):
```
108
C29H62Br3N7O7, DFT ωB97M-V with the def2-TZVPD basis set
C -10.7402 3.3791 -11.8831
Br -11.9728 3.1418 -13.4244
Br -10.8227 2.0986 -10.4440
Br -11.0550 5.2041 -11.0733
H -9.7325 3.3813 -12.2904
C -14.8385 4.0624 -11.1647
C -15.2356 5.3130 -10.2714
C -14.9162 4.9709 -8.8247
C -14.9111 6.0603 -7.7838
C -13.8207 7.0039 -8.2523
C -14.1107 7.6360 -9.6527
N -14.4210 6.5034 -10.6297
O -14.4461 6.8156 -12.0095
C -15.3128 8.5718 -9.5699
C -12.8327 8.3564 -10.1500
C -16.7376 5.5667 -10.4373
H -15.1305 3.1321 -10.6767
H -13.7636 4.0669 -11.3409
H -15.2892 4.0757 -12.1568
H -15.7713 4.3675 -8.4995
H -14.1558 4.1895 -8.7802
H -14.6098 5.6931 -6.8017
H -15.8306 6.6245 -7.6266
H -12.8702 6.4630 -8.1902
H -13.4539 7.7423 -7.5333
H -15.6011 8.7177 -10.6118
H -16.1795 8.3163 -8.9632
H -14.9463 9.5296 -9.1962
H -12.1440 7.6955 -10.6748
H -12.9116 9.2362 -10.7922
H -12.2438 8.8510 -9.3735
H -16.9268 5.5598 -11.5095
H -17.1092 6.4470 -9.9138
H -17.2586 4.7456 -9.9426
C -11.0733 3.2064 -6.5765
C -11.8356 1.8921 -6.1976
C -13.0773 1.7225 -7.1778
C -13.7330 0.3487 -7.1099
C -12.7685 -0.7131 -7.4829
C -11.5640 -0.6978 -6.5487
N -10.9784 0.6613 -6.4493
O -9.6779 0.7748 -5.9433
C -11.8960 -1.2312 -5.1165
C -10.5441 -1.6902 -7.1982
C -12.1501 2.0451 -4.6902
H -10.2955 3.2082 -5.8134
H -11.6646 4.1160 -6.4916
H -10.7129 3.0055 -7.5823
H -13.9100 2.3993 -6.9810
H -12.7707 1.8202 -8.2208
H -14.5247 0.4506 -7.8569
H -14.2589 0.1657 -6.1719
H -12.3758 -0.6597 -8.4968
H -13.2052 -1.6870 -7.2551
H -12.1549 -2.2854 -5.0260
H -10.9985 -1.0449 -4.5265
H -12.7188 -0.6340 -4.7249
H -10.0287 -1.4004 -8.1152
H -9.6644 -1.6855 -6.5496
H -10.9198 -2.7074 -7.2906
H -12.4911 3.0538 -4.4498
H -11.3424 1.8571 -3.9802
H -12.8970 1.4362 -4.1737
O -7.3466 0.4412 -11.6835
C -6.8156 0.2467 -10.6228
N -5.5191 -0.2439 -10.5437
C -7.6495 0.2412 -9.3547
H -5.1317 -0.5614 -9.6705
H -5.1737 -0.6871 -11.3806
H -8.3794 -0.5662 -9.3153
H -8.2698 1.1373 -9.2946
H -7.1736 0.3587 -8.3796
O -8.4760 7.9133 -12.7142
C -9.5091 7.7033 -13.3367
N -9.8530 6.5297 -13.9076
C -10.6068 8.7388 -13.4312
H -9.2172 5.7413 -13.9318
H -10.6578 6.5716 -14.5145
H -10.1389 9.6858 -13.7014
H -10.9038 8.8372 -12.3862
H -11.4344 8.5218 -14.1031
O -7.7692 4.7167 -13.5464
C -6.7019 4.4236 -12.9937
N -6.7279 4.1858 -11.6689
C -5.4550 4.5663 -13.8053
H -5.8366 4.1732 -11.2008
H -7.6226 4.0749 -11.2224
H -5.7898 4.7572 -14.8225
H -4.9231 3.6144 -13.8797
H -4.6968 5.2721 -13.4689
O -10.7996 -2.8335 -10.9435
C -10.7082 -1.7945 -11.5770
N -9.5131 -1.3999 -12.0917
C -11.8357 -0.7668 -11.4930
H -9.3981 -0.4437 -12.3845
H -8.9016 -2.1681 -12.3170
H -11.9979 -0.6611 -10.4247
H -12.6223 -1.3711 -11.9507
H -11.7035 0.0848 -12.1549
O -11.6511 6.1383 -16.2254
C -12.6247 5.5491 -16.7144
N -12.8714 5.9153 -17.9729
C -13.6021 4.8142 -15.8412
H -13.5128 5.4210 -18.5737
H -12.1301 6.4527 -18.3943
H -13.2678 3.8788 -15.3883
H -14.5257 4.4701 -16.3106
H -13.8753 5.4713 -15.0158
```

***

A structure of composition C41H39N7O2PrS2 in a non-equilibrium geometry. Source: the Open Molecules 2025 dataset; level of theory: ωB97M-V with the def2-TZVPD basis set.

- HOMO-LUMO gap (spin up / spin down) (eV) = 6.5 / 6.5
- energy relative to the best compared isomer or geometry (same formula, charge and spin) (kcal/mol) = 78.10
- spin multiplicity = 3
- LUMO level (spin up / spin down) (eV) = 2.32 / 2.30
- charge = -1

Structure (XYZ):
```
92
C41H39N7O2PrS2, DFT ωB97M-V with the def2-TZVPD basis set
Pr -0.7353 -0.7320 0.4928
O 2.5136 -1.8164 -2.6796
C 1.6868 -1.4397 -1.5758
N 0.9596 -2.5428 -1.0417
C -0.3404 -2.5408 -1.0695
O -1.1367 -1.6117 -1.4185
C -1.0352 -3.7088 -0.4222
C -0.6563 -5.0423 -0.5014
C -1.4363 -5.9846 0.1506
C -2.5546 -5.5586 0.8533
C -2.8397 -4.2024 0.8887
N -2.1091 -3.2911 0.2640
C 2.4563 -0.7250 -0.4839
C 3.7174 -0.1925 -0.7282
C 4.3354 0.5323 0.2719
C 3.6803 0.6889 1.4843
C 2.4167 0.1487 1.6331
N 1.8027 -0.5368 0.6685
H 0.2304 -5.3098 -1.0568
H -1.1716 -7.0321 0.1246
H -3.1857 -6.2635 1.3738
H -3.6916 -3.8286 1.4431
H 4.1753 -0.3552 -1.6913
H 5.3116 0.9647 0.1085
H 4.1213 1.2435 2.2947
H 1.8637 0.2651 2.5600
S -0.9029 0.8014 2.8288
C -0.2128 -0.1701 4.0988
C 0.2533 0.4939 5.2295
C 0.7861 -0.1866 6.3193
C 1.3496 0.5298 7.3874
N 1.8454 1.1287 8.2349
C 0.7986 -1.6000 6.3034
C 0.3496 -2.2692 5.1705
C -0.1096 -1.5882 4.0459
S -0.5036 -2.5307 2.6466
C 1.2638 -2.3379 7.4032
N 1.6335 -2.9764 8.2858
H 0.2018 1.5734 5.2483
H 0.3736 -3.3502 5.1350
C 1.2591 4.9776 0.0714
C 0.7695 3.7426 0.8376
C 1.1485 3.8753 2.3148
C -0.7267 3.5488 0.6913
C -1.5636 4.4950 1.2621
C -2.9356 4.3402 1.2683
C -3.4958 3.2162 0.6883
C -2.7033 2.2481 0.0966
C -3.3339 1.0415 -0.5834
C -4.3792 1.4804 -1.6136
C -3.9302 0.0681 0.4520
C -1.2951 2.4093 0.0815
N -0.5463 1.4083 -0.5435
C 0.3679 1.7896 -1.4556
C 1.0977 0.9663 -2.2622
C 2.0762 1.3926 -3.2154
C 2.5592 0.3548 -3.9218
C 1.8022 -0.8794 -3.5210
N 0.9368 -0.4521 -2.4062
C 1.0472 -1.5457 -4.6992
C -0.1973 -0.6993 -4.9778
C 1.9450 -1.5947 -5.9384
C 0.6233 -2.9696 -4.3409
H 2.2835 5.2075 0.3607
H 0.6350 5.8368 0.3104
H 1.2302 4.8169 -1.0052
H 1.2806 2.8509 0.4599
H 0.7602 4.7961 2.7405
H 2.2324 3.8852 2.4133
H 0.7466 3.0401 2.8815
H -1.1291 5.3722 1.7213
H -3.5633 5.0823 1.7394
H -4.5699 3.1003 0.6979
H -2.5498 0.5058 -1.1497
H -5.2467 1.9334 -1.1408
H -4.7112 0.6259 -2.1994
H -3.9341 2.2081 -2.2889
H -4.6979 0.5678 1.0437
H -3.1470 -0.2849 1.1602
H -4.3677 -0.7971 -0.0519
H 0.4948 2.8569 -1.6511
H 2.3706 2.4232 -3.3269
H 3.3180 0.3731 -4.6789
H 0.0865 0.3232 -5.2244
H -0.8218 -0.6752 -4.0873
H -0.7687 -1.1245 -5.8023
H 2.1116 -0.5964 -6.3370
H 1.4663 -2.1973 -6.7089
H 2.9064 -2.0395 -5.6844
H 0.0168 -2.9699 -3.4406
H 1.4978 -3.5902 -4.1579
H 0.0391 -3.3912 -5.1582
```